# 1
C30H47Cl2N4O7RhSSi as an isolated structure in a non-equilibrium geometry, computed with the ωB97M-V functional and the def2-TZVPD basis.

Properties
* HOMO energy (spin up / spin down): -6.276 / -7.597 eV
* Kohn-Sham gap (spin up / spin down): 6.76 / 6.53 eV
* 2S+1: 5
* charge: 0

Each line ends with the Löwdin spin population.
CARTESIAN COORDINATES (ANGSTROEM)
C -1.17 -0.62 -5.82  0.002
C -0.71 -1.58 -4.76  0.055
H -0.33 -0.45 -6.52  0.001
H -1.45 0.37 -5.45  0.000
H -2.00 -1.02 -6.44  0.000
C -0.35 -2.83 -5.10  -0.007
C 0.15 -3.17 -6.46  0.001
H -0.38 -3.64 -4.36  0.000
H 0.74 -2.32 -6.83  0.000
H -0.66 -3.33 -7.19  -0.001
H 0.84 -4.01 -6.52  0.000
Rh 0.84 0.64 1.41  2.301
Cl 1.64 3.76 -0.23  0.009
C 0.50 -1.98 2.66  0.006
O 1.45 -1.16 2.54  0.064
N 0.71 -3.08 3.38  0.002
C 2.08 -3.26 3.81  0.001
C -0.35 -4.04 3.69  0.001
H -0.49 -1.85 2.18  0.000
H 2.41 -2.39 4.38  0.000
H 2.73 -3.39 2.94  0.000
H 2.14 -4.14 4.43  0.000
H -1.21 -3.52 4.12  0.000
H 0.03 -4.77 4.41  0.000
H -0.67 -4.57 2.78  0.000
H 1.97 3.30 6.51  0.000
H 0.17 4.10 6.03  0.000
C 2.17 2.66 5.66  0.001
C 0.16 3.98 4.95  0.001
N 1.34 3.20 4.57  0.004
H 1.88 1.60 5.87  0.000
C 1.37 2.68 3.33  0.006
O 2.17 1.82 2.92  0.051
H -0.77 3.49 4.60  0.000
H 0.56 3.07 2.71  0.001
H 3.24 2.74 5.39  0.000
H 0.20 4.98 4.50  0.000
H 2.41 0.73 -2.85  0.002
H 3.38 -2.20 -3.32  0.001
C 3.42 0.55 -2.44  0.004
C 4.08 -1.83 -2.55  0.001
N 3.51 -0.74 -1.77  0.008
H 3.71 1.36 -1.77  0.001
C 3.17 -0.94 -0.46  0.010
O 2.88 -0.07 0.36  0.030
H 4.32 -2.66 -1.88  0.000
H 3.24 -2.00 -0.17  0.000
H 4.13 0.47 -3.28  0.000
H 4.98 -1.49 -3.07  0.000
O 0.39 0.04 -3.54  0.718
C -0.38 -1.00 -3.34  0.126
C 1.01 -2.60 -1.81  0.005
C -0.23 -2.12 -2.18  0.005
H 1.88 -2.13 -2.26  0.000
C 1.16 -3.64 -0.91  0.000
H -1.32 -0.49 -3.13  0.076
C -1.34 -2.60 -1.50  0.004
H 2.15 -4.01 -0.69  0.000
C 0.04 -4.23 -0.35  0.003
C -1.20 -3.65 -0.59  0.000
H -2.31 -2.16 -1.73  0.001
H 0.15 -5.12 0.27  0.000
H -2.08 -4.04 -0.10  0.000
Si 0.14 3.75 -1.79  0.006
Cl 0.57 0.80 -0.64  0.291
C 1.38 4.48 -2.98  0.000
C -1.09 4.70 -0.69  0.000
C -1.02 2.76 -2.92  0.013
H 2.41 4.45 -2.64  0.000
H 1.12 5.53 -3.11  0.000
H 1.31 3.95 -3.92  0.000
H -0.56 1.98 -3.55  0.001
H -1.38 3.57 -3.60  0.001
H -1.89 2.34 -2.43  0.000
H -2.10 4.26 -0.81  0.000
H -1.14 5.74 -1.03  0.000
H -0.88 4.71 0.39  0.000
O -0.76 0.80 3.59  0.028
C -1.62 0.67 2.67  0.010
N -1.17 0.51 1.44  0.091
S -2.43 0.07 0.16  0.024
O -3.33 1.41 0.59  0.008
O -2.08 0.28 -1.22  0.025
C -3.84 1.34 1.89  0.001
C -5.20 1.60 2.17  0.000
C -5.75 1.16 3.38  0.001
C -5.00 0.40 4.26  0.000
C -3.65 0.18 4.02  0.002
C -3.06 0.71 2.86  0.001
H -5.81 2.11 1.41  0.000
H -6.78 1.40 3.60  0.000
H -5.45 0.01 5.16  0.000
H -3.03 -0.42 4.69  0.000


# 2
A 3-piece molecular cluster, C30H47ClF2O8PS2Si overall in a non-equilibrium geometry, computed with the ωB97M-V functional and the def2-TZVPD basis.

Properties
* energy relative to the best compared isomer or geometry (same formula, charge and spin): 19.8 kJ/mol
* HOMO energy: -4.914 eV
* Kohn-Sham gap: 6.78 eV
* charge: -1

Each line ends with the Löwdin charge.
CARTESIAN COORDINATES (ANGSTROEM)
C -1.97 0.24 4.42  0.123
C -2.29 -0.59 3.61  -0.141
C -2.31 -1.64 2.58  -0.153
C -1.38 -1.30 1.42  -0.539
C -1.62 0.07 0.76  -0.174
C -3.02 0.32 0.16  -0.636
C -3.77 -0.92 -0.32  -0.133
Cl -2.76 1.37 -1.32  0.543
O -1.31 -2.40 0.57  -0.342
P 0.20 -2.53 -0.34  0.385
S -1.01 -3.36 -2.05  0.413
C 1.90 -2.88 -1.11  -0.326
C 2.08 -2.39 -2.57  -0.307
C 2.19 -3.55 -3.56  -0.231
C 2.42 -3.13 -5.04  -0.191
C 1.78 -1.78 -5.43  -0.210
C 2.81 -0.63 -5.48  -0.220
C 2.36 0.51 -6.39  -0.261
C 1.13 1.31 -5.87  -0.238
Si 1.52 2.89 -4.91  0.602
C 0.33 4.29 -5.38  -0.180
C 3.25 3.54 -5.35  -0.180
C 1.56 2.62 -3.03  -0.247
C 1.56 3.73 -2.18  -0.108
C 1.63 3.53 -0.81  -0.098
C 1.71 2.25 -0.30  -0.087
C 1.68 1.15 -1.13  -0.070
C 1.60 1.34 -2.51  -0.078
O 0.98 -1.61 0.94  -0.384
C 0.13 -1.18 1.96  -0.631
S 0.59 -2.17 3.45  0.747
H -1.59 0.91 5.15  0.014
H -3.35 -1.71 2.24  0.105
H -2.07 -2.61 3.00  0.102
H -1.48 0.81 1.55  0.109
H -0.83 0.27 0.03  0.069
H -3.65 0.92 0.81  0.091
H -4.34 -1.39 0.48  0.069
H -3.13 -1.63 -0.84  0.049
H -4.52 -0.58 -1.04  0.057
H 0.03 -1.27 -1.00  0.007
H 0.31 -3.81 0.31  0.029
H -1.09 -2.29 -2.87  -0.217
H 2.71 -2.50 -0.48  0.071
H 2.01 -3.97 -1.11  0.062
H 1.31 -1.68 -2.84  0.046
H 3.04 -1.86 -2.62  0.106
H 3.05 -4.17 -3.25  0.103
H 1.33 -4.21 -3.52  0.069
H 3.49 -3.11 -5.25  0.095
H 1.99 -3.90 -5.68  0.097
H 1.40 -1.88 -6.45  0.106
H 0.92 -1.53 -4.80  0.092
H 3.10 -0.29 -4.48  0.096
H 3.71 -1.05 -5.93  0.104
H 3.22 1.14 -6.63  0.083
H 2.06 0.05 -7.34  0.098
H 0.52 1.57 -6.74  0.072
H 0.49 0.67 -5.26  0.071
H 0.56 4.59 -6.40  0.025
H 0.55 5.16 -4.76  0.018
H -0.72 4.00 -5.31  0.028
H 3.35 3.77 -6.41  0.027
H 3.45 4.40 -4.71  0.025
H 3.96 2.77 -5.05  0.027
H 1.51 4.73 -2.60  0.090
H 1.66 4.39 -0.16  0.097
H 1.79 2.09 0.77  0.102
H 1.73 0.14 -0.74  0.085
H 1.58 0.46 -3.14  0.068
H 0.36 -0.15 2.22  0.096
H 0.30 -3.43 3.09  -0.139
C 1.36 2.70 6.84  -0.048
C 0.77 3.64 7.87  -0.317
O -0.59 3.26 7.89  0.136
C -0.64 1.95 7.53  -0.556
O -1.59 1.25 7.68  0.169
O 0.53 1.55 6.99  0.074
F 0.87 4.94 7.49  0.074
H 1.26 3.10 5.83  0.148
H 2.40 2.46 7.02  0.141
H 1.19 3.53 8.87  0.172
C -3.90 -2.28 6.34  -0.061
C -4.55 -1.00 6.73  -0.329
O -5.77 -1.42 7.33  0.130
C -5.54 -2.67 7.84  -0.545
O -6.24 -3.22 8.61  0.168
O -4.38 -3.19 7.34  0.072
F -4.84 -0.24 5.65  0.070
H -4.23 -2.62 5.35  0.145
H -2.82 -2.22 6.35  0.140
H -3.99 -0.42 7.46  0.168


# 3
A 2-piece molecular cluster, C30H47F5IN3O7S overall in a non-equilibrium geometry, computed with the ωB97M-V functional and the def2-TZVPD basis.

Properties
* SMILES string: CCCN[C@@](CCCI)(CO[C@H](CCCCN(C)C(C)=O)C(F)(F)c1cccc(C(F)(F)F)c1)N(C)C[C@H]1CO1.O=S1(=O)OCCO1
* energy relative to the best compared isomer or geometry (same formula, charge and spin): 0.0 kJ/mol
* HOMO energy: -8.038 eV
* Kohn-Sham gap: 8.29 eV
* charge: 0

Each line ends with the Löwdin charge.
CARTESIAN COORDINATES (ANGSTROEM)
C -1.18 -1.82 5.64  -0.110
C -0.60 -1.12 4.42  -0.248
C -0.85 0.39 4.42  -0.212
N -1.83 0.82 3.42  0.014
C -1.45 1.15 2.06  -0.394
C -1.55 2.68 1.86  -0.124
C -0.88 3.48 2.99  -0.317
C -0.27 4.77 2.47  -0.637
I 1.20 5.54 3.84  0.731
C 0.00 0.71 1.76  -0.078
O 0.07 0.36 0.38  -0.079
C 0.95 -0.67 0.03  -0.242
C 1.56 -0.37 -1.36  -0.101
C 0.68 0.39 -2.34  -0.172
C -0.51 -0.40 -2.89  -0.151
C -0.85 -0.16 -4.38  -0.173
N -0.21 1.02 -4.99  -0.112
C -0.24 0.93 -6.46  -0.051
C -0.71 2.26 -4.60  -0.520
C -1.78 2.36 -3.56  0.018
O -0.26 3.26 -5.08  0.087
C 0.24 -2.02 0.12  -0.418
F 0.01 -2.26 1.46  0.086
F -0.98 -1.94 -0.46  0.089
C 1.00 -3.20 -0.42  -0.099
C 2.37 -3.35 -0.18  0.001
C 3.06 -4.47 -0.66  -0.032
C 2.38 -5.48 -1.37  0.002
C 1.01 -5.33 -1.61  -0.102
C 0.29 -6.41 -2.35  -0.608
F 0.93 -6.76 -3.48  0.143
F 0.20 -7.53 -1.62  0.147
F -0.95 -6.07 -2.71  0.143
C 0.31 -4.20 -1.14  0.077
N -2.35 0.42 1.10  -0.098
C -2.74 1.16 -0.07  -0.094
C -3.46 -0.28 1.72  -0.149
C -4.25 -1.13 0.76  -0.370
C -3.61 -2.57 0.46  0.023
O -4.97 -2.13 1.21  -0.061
H -2.21 -1.54 5.82  0.073
H -1.17 -2.90 5.49  0.069
H -0.58 -1.63 6.52  0.070
H 0.47 -1.30 4.40  0.106
H -0.99 -1.57 3.51  0.087
H -1.27 0.65 5.38  0.118
H 0.10 0.91 4.35  0.104
H -2.49 1.48 3.79  0.117
H -1.09 2.95 0.92  0.109
H -2.60 2.97 1.84  0.119
H -0.10 2.92 3.48  0.062
H -1.61 3.74 3.74  0.108
H -1.00 5.57 2.37  0.040
H 0.28 4.62 1.56  0.033
H 0.34 -0.09 2.39  0.104
H 0.68 1.55 1.91  0.133
H 1.78 -0.73 0.73  0.134
H 1.94 -1.26 -1.84  0.120
H 2.42 0.26 -1.15  0.091
H 1.31 0.72 -3.15  0.114
H 0.32 1.30 -1.87  0.095
H -1.39 -0.23 -2.27  0.086
H -0.28 -1.45 -2.79  0.102
H -1.93 -0.09 -4.50  0.108
H -0.56 -1.03 -4.95  0.112
H -1.25 1.01 -6.85  0.095
H 0.16 -0.04 -6.75  0.082
H 0.38 1.70 -6.89  0.083
H -1.32 2.36 -2.57  0.067
H -2.52 1.57 -3.60  0.074
H -2.26 3.32 -3.70  0.092
H 2.90 -2.59 0.38  0.120
H 4.12 -4.58 -0.45  0.103
H 2.91 -6.34 -1.73  0.119
H -0.75 -4.11 -1.33  0.125
H -1.87 1.61 -0.53  0.063
H -3.50 1.93 0.10  0.094
H -3.14 0.49 -0.83  0.074
H -4.21 0.40 2.16  0.133
H -3.12 -1.00 2.44  0.117
H -4.70 -0.65 -0.12  0.135
H -3.85 -3.62 0.37  0.105
H -3.83 -2.40 -0.63  0.070
O 4.31 1.82 2.69  -0.209
S 4.38 1.85 1.27  0.585
O 3.78 0.81 0.51  -0.223
O 5.89 2.05 0.83  -0.182
C 6.02 3.20 -0.03  -0.148
C 4.91 4.13 0.43  -0.148
O 3.82 3.23 0.71  -0.193
H 5.88 2.88 -1.06  0.136
H 7.01 3.63 0.10  0.136
H 4.61 4.84 -0.32  0.138
H 5.17 4.65 1.35  0.136